Record 1
Formula: C3H9N2O2
Source: OMol25
Level of theory: ωB97M-V with the def2-TZVPD basis set

Bonds (Å) are listed after each position.
CARTESIAN COORDINATES (ANGSTROEM)
1 C 2.0354 -0.4558 0.3210  O6 1.275, O7 1.242, H14 1.107
2 C -2.2190 1.7299 -0.8365  C3 1.515, H8 1.077, H9 1.081, H10 1.047
3 C -1.0997 0.7735 -1.1940  C2 1.515, N5 1.276, H11 1.059
4 N 0.9367 -1.6613 1.9098  O6 1.456, H12 1.032, H13 0.950
5 N -0.5834 0.0715 -0.2619  C3 1.276, H15 1.065
6 O 1.7425 -1.6381 0.6972  C1 1.275, N4 1.456
7 O 2.5022 -0.2076 -0.8029  C1 1.242, H16 1.008
8 H -2.0693 2.0115 0.1920  C2 1.077
9 H -3.1291 1.1477 -0.8660  C2 1.081
10 H -2.2181 2.4780 -1.5689  C2 1.047
11 H -0.9638 0.4916 -2.2053  C3 1.059
12 H 1.2632 -2.2901 2.6603  N4 1.032
13 H 0.0858 -2.0393 1.7209  N4 0.950
14 H 2.1134 0.4606 0.9375  C1 1.107
15 H -0.9728 0.1203 0.7285  N5 1.065
16 H 2.5759 -0.9923 -1.4316  O7 1.008

Calculated values
Energy above the lowest of the compared OMol25 structures with the same formula, charge and spin ... 120.28 kcal per mole
LUMO energy ... -0.158 Eh
E_tot ... -379.31313 a.u.
Total charge ... +1

Charge distribution, Mulliken scheme, values in e: 0.3911 -1.0959 0.0839 -0.4593 -0.4965 -0.1161 -0.2953 0.3388 0.3125 0.3341 0.3857 0.2774 0.2747 0.4382 0.2128 0.4139



Record 2
Formula: CHClN2
Source: OMol25
Level of theory: ωB97M-V with the def2-TZVPD basis set

Bonds (Å) are listed after each position.
CARTESIAN COORDINATES (ANGSTROEM)
1 C -0.0502 -0.9173 0.1614  N2 1.138, H5 1.160
2 N -0.1597 -2.0206 -0.0967  C1 1.138
3 N -2.6110 1.0148 0.1341  Cl4 1.539
4 Cl -3.5078 -0.2295 0.0062  N3 1.539
5 H -0.1049 0.2413 0.1294  C1 1.160

Calculated values
Energy above the lowest of the compared OMol25 structures with the same formula, charge and spin ... 62.46 kcal per mole
LUMO energy (spin up / spin down) ... -0.049 / -0.050 Eh
E_tot ... -608.23208 a.u.

Charge distribution, Mulliken scheme, values in e: 0.0684 -0.3327 -0.1895 0.1900 0.2638



Record 3
Formula: C20H59N5O7
Source: OMol25
Level of theory: ωB97M-V with the def2-TZVPD basis set

Bonds (Å) are listed after each position.
CARTESIAN COORDINATES (ANGSTROEM)
1 C 13.7524 -16.5759 0.9406  O2 1.425, H7 1.090, H8 1.089, H9 1.096
2 O 13.6465 -17.0221 -0.4083  C1 1.425, C3 1.393
3 C 14.8575 -17.4138 -0.9749  O2 1.393, C4 1.530, H10 1.104, H11 1.101
4 C 14.6064 -18.4281 -2.0930  C3 1.530, C5 1.541, N6 1.472, H12 1.092
5 C 15.8947 -18.5604 -2.9291  C4 1.541, H13 1.091, H14 1.090, H15 1.095
6 N 13.5083 -18.0364 -2.9914  C4 1.472, H16 1.024, H17 1.022
7 H 14.0091 -17.4326 1.5642  C1 1.090
8 H 12.8048 -16.1012 1.1887  C1 1.089
9 H 14.4946 -15.7711 0.9969  C1 1.096
10 H 15.4295 -16.5638 -1.3866  C3 1.104
11 H 15.6147 -17.8415 -0.2995  C3 1.101
12 H 14.3974 -19.3953 -1.6306  C4 1.092
13 H 16.1988 -17.6120 -3.3737  C5 1.091
14 H 15.7819 -19.3095 -3.7129  C5 1.090
15 H 16.7412 -18.9335 -2.3437  C5 1.095
16 H 12.8290 -17.6584 -2.3242  N6 1.024
17 H 13.7925 -17.1818 -3.4738  N6 1.022
18 C 11.7943 -11.7895 -0.5998  O19 1.410, H24 1.094, H25 1.089, H26 1.093
19 O 11.3521 -12.6116 -1.6564  C18 1.410, C20 1.402
20 C 11.1830 -13.9278 -1.2045  O19 1.402, C21 1.542, H27 1.096, H28 1.100
21 C 10.5561 -14.8370 -2.2806  C20 1.542, C22 1.519, N23 1.459, H29 1.099
22 C 9.9014 -16.0560 -1.6529  C21 1.519, H30 1.089, H31 1.091, H32 1.095
23 N 11.5920 -15.2368 -3.2274  C21 1.459, H33 1.023, H34 1.018
24 H 10.9405 -11.5580 0.0439  C18 1.094
25 H 12.1788 -10.8470 -0.9882  C18 1.089
26 H 12.6087 -12.2333 -0.0213  C18 1.093
27 H 12.1129 -14.3669 -0.8262  C20 1.096
28 H 10.4767 -13.9852 -0.3629  C20 1.100
29 H 9.7888 -14.2247 -2.7741  C21 1.099
30 H 9.2002 -16.5124 -2.3498  C22 1.089
31 H 9.4339 -15.7960 -0.7018  C22 1.091
32 H 10.6469 -16.8117 -1.3860  C22 1.095
33 H 11.2071 -15.8209 -3.9741  N23 1.023
34 H 11.8945 -14.4005 -3.7221  N23 1.018
35 C 11.4754 -18.7563 -8.2485  O36 1.389, H41 1.090, H42 1.104, H43 1.101
36 O 11.8183 -17.4351 -8.5079  C35 1.389, C37 1.418
37 C 11.8167 -17.0928 -9.8837  O36 1.418, C38 1.546, H44 1.099, H45 1.093
38 C 12.5740 -15.7607 -10.0854  C37 1.546, C39 1.527, N40 1.464, H46 1.092
39 C 13.7587 -15.6616 -9.1265  C38 1.527, H47 1.091, H48 1.086, H49 1.088
40 N 11.6810 -14.6096 -9.9424  C38 1.464, H50 1.013, H51 1.019
41 H 11.8118 -19.1145 -7.2750  C35 1.090
42 H 11.9395 -19.4626 -8.9587  C35 1.104
43 H 10.4119 -19.0075 -8.3812  C35 1.101
44 H 12.3265 -17.9003 -10.4272  C37 1.099
45 H 10.8111 -17.0329 -10.3073  C37 1.093
46 H 13.0138 -15.7377 -11.0851  C38 1.092
47 H 14.4747 -16.4457 -9.3757  C39 1.091
48 H 13.4079 -15.8118 -8.1098  C39 1.086
49 H 14.2510 -14.6915 -9.1339  C39 1.088
50 H 11.0120 -14.4667 -10.6894  N40 1.013
51 H 11.1047 -14.7395 -9.1123  N40 1.019
52 C 18.7869 -16.3575 -5.0092  O53 1.399, H58 1.089, H59 1.101, H60 1.094
53 O 17.6069 -15.6856 -5.3459  C52 1.399, C54 1.401
54 C 17.0532 -14.8651 -4.3541  O53 1.401, C55 1.513, H61 1.099, H62 1.101
55 C 15.6625 -14.4258 -4.7562  C54 1.513, C56 1.541, N57 1.460, H63 1.094
56 C 15.6655 -13.8634 -6.1910  C55 1.541, H64 1.089, H65 1.097, H66 1.099
57 N 15.1532 -13.4208 -3.8275  C55 1.460, H67 1.015, H68 1.016
58 H 19.1694 -16.8272 -5.9144  C52 1.089
59 H 18.5623 -17.1790 -4.3114  C52 1.101
60 H 19.5456 -15.7099 -4.5597  C52 1.094
61 H 17.0172 -15.4431 -3.4201  C54 1.099
62 H 17.6104 -13.9480 -4.1092  C54 1.101
63 H 15.0095 -15.3036 -4.7562  C55 1.094
64 H 16.0988 -14.5016 -6.9600  C56 1.089
65 H 16.0658 -12.8460 -6.2778  C56 1.097
66 H 14.6230 -13.6532 -6.4663  C56 1.099
67 H 14.1571 -13.3277 -4.0013  N57 1.015
68 H 15.5315 -12.5177 -4.1004  N57 1.016
69 C 9.6616 -18.0203 -4.9784  O70 1.409, H75 1.095, H76 1.098, H77 1.090
70 O 10.0161 -16.7039 -5.3364  C69 1.409, C71 1.408
71 C 9.1195 -16.0225 -6.1811  O70 1.408, C72 1.515, H78 1.099, H79 1.100
72 C 9.5794 -14.5795 -6.1940  C71 1.515, C73 1.535, N74 1.476, H80 1.099
73 C 8.6591 -13.6189 -6.9604  C72 1.535, H81 1.091, H82 1.092, H83 1.098
74 N 10.9228 -14.4646 -6.7938  C72 1.476, H84 1.026, H85 1.020
75 H 9.8692 -18.7743 -5.7444  C69 1.095
76 H 8.5842 -18.1008 -4.7846  C69 1.098
77 H 10.1991 -18.2504 -4.0588  C69 1.090
78 H 9.1142 -16.4585 -7.1899  C71 1.099
79 H 8.0963 -16.0352 -5.7767  C71 1.100
80 H 9.5612 -14.2230 -5.1545  C72 1.099
81 H 8.9701 -12.5838 -6.8114  C73 1.091
82 H 7.6078 -13.8643 -6.7949  C73 1.092
83 H 8.7911 -13.6786 -8.0485  C73 1.098
84 H 11.5205 -15.2027 -6.4068  N74 1.026
85 H 11.3095 -13.6150 -6.3835  N74 1.020
86 O 13.5347 -20.7870 -4.0648  H87 0.961, H88 0.985
87 H 14.3153 -21.1166 -3.6111  O86 0.961
88 H 13.4667 -19.8396 -3.8049  O86 0.985
89 O 12.9860 -16.6216 -5.8540  H90 0.969, H91 0.967
90 H 12.5103 -16.7851 -6.6823  O89 0.969
91 H 12.8076 -17.3966 -5.3032  O89 0.967

Calculated values
Energy above the lowest of the compared OMol25 structures with the same formula, charge and spin ... 3.26 kcal per mole
LUMO energy ... 0.028 Eh
E_tot ... -1597.76865 a.u.
SMILES ... COC[C@H](C)N.COC[C@H](C)N.COC[C@H](C)N.COC[C@H](C)N.COC[C@H](C)N.O.O

Charge distribution, Mulliken scheme, values in e: -0.9783 -0.1978 -0.9191 0.3531 -0.9101 -0.0798 0.3667 0.2190 0.4119 0.1872 0.4922 0.1807 -0.0954 0.3973 0.4875 -0.0802 0.1304 -0.7369 -0.3578 -0.9059 1.2337 -1.5426 0.2276 0.2951 0.2681 0.2880 0.2402 0.4050 0.0657 0.2170 0.5098 0.1872 -0.4717 0.1778 -1.0215 -0.1922 -0.9519 0.4444 -0.5342 -0.7225 0.2784 0.3722 0.3361 0.5373 0.3326 0.3879 0.3939 -0.3710 0.4141 0.2612 0.1022 -0.6904 -0.3225 -0.8977 2.2652 -1.5457 -0.7044 0.2477 0.1893 0.3089 0.3208 0.3514 -1.0875 0.3349 0.3094 0.3632 0.2482 0.3265 -0.9500 0.2630 -1.0706 1.3544 -1.6672 -0.1424 0.1338 0.3510 0.2469 0.2386 0.5311 -0.3971 0.4002 0.3897 0.3189 0.0531 0.2770 -0.7188 0.3042 0.4469 -0.2754 -0.2583 0.0211



Record 4
Formula: C5H9ClNO4P
Source: OMol25
Level of theory: ωB97M-V with the def2-TZVPD basis set

Bonds (Å) are listed after each position.
CARTESIAN COORDINATES (ANGSTROEM)
1 C -0.0055 1.1945 -0.7789  C4 1.496, O7 1.359, O8 1.347
2 C 1.3204 1.0417 1.6462  C5 1.257, O9 1.180
3 C -3.1204 -1.7428 0.8743  H13 1.107, H14 1.044, H15 1.055
4 C 0.0118 2.4246 0.0719  C1 1.496, C5 1.579, H16 1.151, H17 1.118
5 C 1.1850 2.1628 1.0952  C2 1.257, C4 1.579, H19 1.058
6 N 1.2910 -2.1977 0.0830  P11 1.600, H20 1.061, H21 1.019
7 O 0.0361 -0.0652 -0.2701  C1 1.359, P11 1.664
8 O 0.3143 1.4551 -2.0609  C1 1.347, H18 0.937
9 O 1.7553 0.0842 2.1819  C2 1.180
10 O 1.5545 -1.0171 -2.2759  P11 1.497
11 P 0.6628 -1.3508 -1.1203  N6 1.600, O7 1.664, O10 1.497, Cl12 1.962
12 Cl -0.8944 -2.2949 -1.8506  P11 1.962
13 H -3.9188 -1.4810 1.5950  C3 1.107
14 H -3.3219 -2.6152 0.3364  C3 1.044
15 H -2.4793 -0.9889 0.5074  C3 1.055
16 H -0.8862 2.6755 0.7475  C4 1.151
17 H 0.3058 3.3481 -0.4854  C4 1.118
18 H 0.9533 0.8630 -2.4065  O8 0.937
19 H 1.6511 3.0801 1.3409  C5 1.058
20 H 1.5528 -1.7607 1.0138  N6 1.061
21 H 2.0322 -2.8155 -0.2450  N6 1.019

Calculated values
Energy above the lowest of the compared OMol25 structures with the same formula, charge and spin ... 91.35 kcal per mole
LUMO energy (spin up / spin down) ... 0.002 / 0.013 Eh
E_tot ... -1353.08850 a.u.

Charge distribution, Mulliken scheme, values in e: 0.2352 0.9643 -0.6632 -0.2924 -1.0010 -0.4417 -0.2354 -0.4949 -0.5436 -0.7351 0.8400 -0.1871 0.2993 0.2675 0.0933 0.2147 0.3254 0.3571 0.4031 0.3159 0.2783